156
Properties=species:S:1:pos:R:3 method="wB97M-V/def2-TZVPD" multiplicity=1 homo_lumo_gap_ev=8.725 homo_energy_ev=-9.67
S 0.9105 1.6019 0.7579
S -0.5189 -4.1654 2.2909
S 4.7064 -2.0582 3.8352
S 7.6996 0.7088 -0.6523
O -5.6236 -1.1101 7.2887
O -1.6256 -4.4680 1.3870
O 4.9362 -2.0103 2.4043
O 8.3325 1.6441 -1.5923
O -5.3066 1.9700 -4.4803
O -2.2930 7.8307 -2.0815
O -3.6535 -1.2046 -0.5952
O -0.9945 -4.3704 -3.6925
O 0.3749 2.7308 1.5708
O -0.5203 -2.8559 2.9858
O 6.0382 0.8896 -0.5366
O 2.3302 1.4463 0.4892
O -0.6421 -3.1889 -1.8708
O 2.0462 2.7959 -3.6406
O 7.9597 1.2457 0.9170
O -6.8288 0.3411 6.2102
O -4.3177 -1.1216 1.5199
O -0.5795 2.5439 6.6497
O -0.0081 1.4209 -0.6226
O 5.3608 -3.0600 4.6088
O 4.5686 -0.4989 4.5655
O -0.2248 -5.4808 3.2489
O -0.1337 0.4042 -3.5537
O 0.9833 -4.2839 1.5676
O -3.5850 0.4972 -4.8202
O 1.6424 -0.5408 -2.7390
O 5.4253 -4.9341 0.2331
O 1.3217 2.0818 5.4898
O 8.0556 -0.7161 -0.7444
O 0.3912 0.1916 1.4262
O 3.0710 -2.1746 4.0035
O -2.3534 5.7257 -1.3356
O 3.3995 -3.8372 -0.1134
O 2.5709 4.3270 -5.2328
N 0.7735 -0.3839 -3.5865
N -5.7843 -0.2870 6.3747
C -2.0635 6.6269 -2.2571
C 6.7564 1.2780 1.5620
C -3.2606 1.1893 3.9306
C -4.6246 2.9805 -2.6115
C 5.7394 1.7223 0.5427
C 0.3569 2.8326 5.6961
C 4.7145 -4.0862 -0.2796
C -0.6419 -0.4297 0.6494
C -1.5359 4.5199 -1.4419
C -2.2652 -0.6547 5.1607
C -1.1603 0.5946 -0.3782
C -0.7714 4.6915 -2.7240
C 2.7605 3.8657 -4.1441
C -4.9449 -3.3956 2.0185
C -4.5460 -3.2486 0.5681
C 3.0005 -2.7345 -0.9091
C 1.3974 -3.1955 -5.9965
C -2.1486 0.3906 4.2164
C 1.8939 -4.9756 2.3695
C 0.6360 -1.2763 -4.7657
C -4.5241 0.0021 5.5484
C -2.5940 -2.6863 -3.1926
C -1.3184 5.9448 -3.4175
C -4.2034 1.2623 -4.0806
C -1.8049 -4.3823 -4.8183
C -3.4691 -0.8757 5.7607
C 3.6534 4.4314 -3.0555
C 2.3997 -0.9919 3.7033
C 4.2527 -1.9960 -1.3287
C 1.4703 -2.3908 -4.8493
C -0.0564 4.0296 4.8800
C 2.5444 2.5421 -2.3636
C -0.1399 -1.7435 -6.9837
C -5.7389 2.9701 -3.5180
C -0.1704 -0.9429 -5.8478
C -4.1180 -1.7551 0.4088
C -4.3768 1.0047 4.6154
C -2.7271 -3.1580 -4.6874
C 3.1768 -0.0326 4.6120
C 1.1020 -6.0662 3.0273
C -1.3450 -3.4375 -2.8390
C 3.7780 3.2876 -2.1162
C -1.5164 4.1054 5.1780
C -5.1301 -1.9504 2.4115
C 5.3228 -3.0643 -1.2041
C -3.8764 1.6791 -2.6929
C 0.6441 -2.8834 -7.0671
C -1.7170 3.4126 6.5119
H -3.6727 -3.8343 0.2812
H 4.5370 4.8966 -3.4925
H -1.3732 0.1629 -1.3562
H -5.8303 -4.0287 2.0769
H 1.5320 -6.3417 3.9902
H 6.9560 1.9771 2.3741
H -1.6976 4.1409 7.3226
H 4.7060 2.7409 -2.2840
H -3.2189 1.9709 3.1864
H 1.7764 2.8278 -1.6448
H 0.7146 -3.4812 -7.9638
H 2.4514 -3.1845 -1.7362
H -3.7476 -3.4335 -4.9534
H 3.8865 3.6308 -1.0874
H -2.6588 2.8914 6.3402
H -2.2310 -2.3044 -5.1494
H -0.5217 6.5031 -3.9092
H -3.3557 -3.1520 -2.5673
H -2.2611 -5.3720 -4.7950
H -1.2038 0.5652 3.7232
H -0.8317 -0.0896 -5.8183
H 1.3863 -1.0312 4.1029
H 2.6785 -5.3565 1.7158
H -4.2493 0.9193 -2.0061
H 2.2779 -4.2801 3.1158
H -4.8819 -1.7649 3.4565
H -1.4475 -0.6023 1.3632
H 6.6160 0.4095 2.2055
H -4.0220 -3.7498 2.4777
H -1.2206 -4.1414 -5.7064
H 4.5209 -1.1714 -0.6682
H -0.9490 3.8035 -3.3306
H -1.8031 5.1558 5.2275
H 2.7477 1.4723 -2.3147
H -0.6960 -1.4492 -7.8615
H -5.0741 3.0389 -1.6202
H -0.8467 4.3774 -0.6096
H 1.0234 -6.9155 2.3487
H -5.1754 1.7079 4.4309
H 0.2876 4.8541 -2.5234
H -3.4701 -1.7896 6.3361
H 4.7573 1.4788 0.9481
H -2.0664 1.0686 -0.0008
H 5.5003 -3.6203 -2.1247
H -2.1551 3.7712 4.3604
H 2.0716 -4.0388 -6.0252
H -6.6056 2.6515 -2.9389
H -5.7420 3.9818 -3.9235
H -2.7941 1.6471 -2.5682
H -2.4955 -1.6059 -3.0869
H 2.8247 -0.1027 5.6412
H -0.3943 -1.3672 0.1516
H 2.0432 -2.7119 -3.9920
H -4.0342 3.8907 -2.7167
H 2.2667 -2.0339 -0.5108
H -5.4114 -3.5526 -0.0209
H -1.4708 -1.3511 5.3852
H 2.3825 -0.8047 2.6296
H -6.1782 -1.6530 2.4462
H -2.1827 3.6438 -1.4898
H 5.8779 2.7539 0.2190
H 4.3133 -1.6374 -2.3562
H 6.2412 -2.5238 -0.9751
H 0.3892 4.9408 5.2790
H 0.2425 3.9248 3.8370
H 3.1268 1.0142 4.3125
H 3.1050 5.2770 -2.6405
H -1.9856 5.7298 -4.2522